Entry from OMol25: C3H9N2O2 as an isolated structure (ωB97M-V/def2-TZVPD).

Element x y z (Å)
C: -0.91761 -0.60955 -0.88334
C: 1.05427 0.85039 -0.73546
C: -0.20540 0.42028 -0.06975
N: -1.58260 -0.27485 2.01546
N: 0.02854 -0.06348 1.22528
O: -1.39191 -1.13300 2.90511
O: 0.81583 -1.10811 1.32277
H: -1.25288 -0.27000 -1.90087
H: -0.30708 -1.44505 -1.12825
H: -1.81899 -0.99154 -0.35992
H: 1.71709 -0.04600 -0.77245
H: 1.50043 1.61645 -0.07735
H: 0.79362 1.27126 -1.72053
H: -0.91131 1.23580 -0.00366
H: -1.76397 -1.15395 3.78946
H: 0.80466 -1.50675 2.29418

Summary:
HOMO-LUMO gap (alpha / beta): 9.22 / 8.49 eV
Energy above the lowest of the compared OMol25 structures with the same formula, charge and spin: 203.0 kcal per mole
E_HOMO (alpha / beta): -15.1 / -15.4 eV
Net charge: +1

Mulliken population analysis, charges in e, atoms 1 to 8:
1 C -1.391
2 C -1.329
3 C 0.679
4 N 0.116
5 N 0.180
6 O -0.264
7 O -0.310
8 H 0.388


Entry from OMol25: C32H31IrN2OP2 as an isolated structure (ωB97M-V/def2-TZVPD).

Element x y z (Å)
Ir: 0.70569 0.28492 -0.52475
C: -1.41793 2.61050 -0.14987
P: 0.37116 2.52846 -0.39497
C: 1.06594 3.44722 0.98703
C: 1.13251 4.83536 0.83606
C: 1.55872 5.62321 1.89186
C: 1.91144 5.03721 3.10053
C: 1.81653 3.66254 3.26319
C: 1.39011 2.86862 2.20954
C: 0.92692 3.30317 -1.91602
C: 2.29549 3.53521 -2.08738
C: 2.75890 4.08728 -3.27110
C: 1.85952 4.42400 -4.27719
C: 0.49819 4.21382 -4.10117
C: 0.02775 3.64778 -2.92471
C: -1.55650 1.55293 0.89549
C: -2.18314 1.50427 2.10877
C: -1.87580 0.24358 2.67386
C: -1.06929 -0.44230 1.79445
C: -0.72644 -1.89790 1.94622
P: 0.65605 -2.81282 1.11972
C: -0.15286 -3.57723 -0.32063
C: -0.43508 -4.93231 -0.15728
C: -1.20131 -5.61253 -1.09635
C: -1.68490 -4.94580 -2.20766
C: -1.38843 -3.60006 -2.39561
C: -0.62772 -2.92139 -1.46112
C: 1.69240 -1.47518 0.41868
C: 2.25479 -1.52343 -0.88197
C: 3.17565 -0.54479 -1.28138
C: 3.65714 0.43620 -0.40881
C: 3.10439 0.51860 0.85718
C: 2.06343 -0.36456 1.22930
N: -0.87207 0.36158 0.68817
H: -1.95192 2.35579 -1.06834
H: -1.72016 3.59670 0.19748
H: 0.86503 5.30272 -0.10447
H: 1.61466 6.69653 1.77139
H: 2.24466 5.65525 3.92337
H: 2.05455 3.20981 4.21645
H: 1.24135 1.81096 2.36655
H: 2.98992 3.30751 -1.28560
H: 3.81575 4.28008 -3.40056
H: 2.22145 4.87378 -5.19243
H: -0.19977 4.50897 -4.87369
H: -1.03648 3.50030 -2.78756
H: -2.81298 2.26710 2.53699
H: -2.27120 -0.15136 3.59637
H: -1.58916 -2.50746 1.65619
H: -0.59668 -2.08335 3.01382
H: -0.06205 -5.45853 0.71360
H: -1.41764 -6.66273 -0.95545
H: -2.28567 -5.47281 -2.93686
H: -1.75788 -3.08660 -3.27458
H: -0.34785 -1.89082 -1.63891
H: 1.97503 -2.30135 -1.57945
H: 3.58510 -0.60622 -2.28383
H: 4.44010 1.11121 -0.72553
H: 3.45092 1.26490 1.55842
H: 1.61250 -0.27081 2.21015
C: -1.18418 0.28700 -4.44699
C: -0.11072 0.49407 -3.43001
N: 1.12741 0.70559 -3.85098
O: -0.42592 0.42959 -2.21445
H: -1.07960 0.98861 -5.27406
H: -2.15878 0.39808 -3.98067
H: -1.10396 -0.72568 -4.84794
H: 1.31903 0.79160 -4.83629
H: 1.84751 0.98869 -3.20196

Summary:
HOMO-LUMO gap: 5.47 eV
E_HOMO: -13.1 eV
Net charge: +2

Mulliken population analysis, charges in e, atoms 1 to 8:
1 Ir 2.158
2 C -0.632
3 P 0.963
4 C 1.406
5 C -1.056
6 C -0.751
7 C -0.636
8 C -0.906


Entry from OMol25: the molecule C24H30N4O6 (ωB97M-V/def2-TZVPD).

Element x y z (Å)
C: 2.76036 4.44998 -2.02360
H: 2.72516 3.72749 -2.84443
O: 3.89794 4.25740 -1.21472
C: 4.04130 3.07289 -0.56707
C: 3.13500 2.02461 -0.64609
C: 3.39106 0.85668 0.06579
C: 4.53354 0.73665 0.84119
C: 5.44184 1.79254 0.91694
C: 5.19356 2.95988 0.21302
H: 5.86186 3.80353 0.23755
O: 6.52810 1.57573 1.70161
C: 7.49105 2.59727 1.81334
H: 7.06385 3.50430 2.25179
H: 8.26054 2.20401 2.47554
H: 7.93541 2.83646 0.84244
H: 4.74654 -0.16446 1.39436
N: 2.53198 -0.25180 0.03072
C: 1.33553 -0.39293 -0.58053
O: 0.76840 0.51566 -1.18137
C: 0.72221 -1.74924 -0.43891
C: 1.50966 -2.86928 -0.21963
C: 0.93475 -4.12167 -0.05568
C: -0.44805 -4.28180 -0.10415
C: -1.24336 -3.18987 -0.35258
C: -0.68341 -1.91941 -0.55127
N: -1.45852 -0.82728 -0.85582
C: -2.82304 -0.72988 -0.96328
O: -3.60345 -1.63132 -0.76185
C: -3.27258 0.65780 -1.41708
N: -4.67789 0.90842 -1.20464
H: -5.18425 0.03494 -1.33401
C: -5.03412 1.48689 0.08350
C: -4.70612 0.58363 1.28228
C: -5.13797 1.22431 2.59636
C: -6.62986 1.53353 2.56959
C: -6.95073 2.45185 1.39601
C: -6.53251 1.82539 0.06503
C: -6.86246 2.76063 -1.09502
H: -6.36193 3.71722 -0.96219
H: -7.93427 2.93709 -1.14716
H: -6.52791 2.32528 -2.03153
H: -7.08632 0.88961 -0.07100
H: -8.02139 2.66571 1.37281
H: -6.42481 3.40103 1.52560
H: -6.93081 2.00691 3.50656
H: -7.19169 0.60226 2.46868
H: -4.90719 0.55358 3.42684
H: -4.57888 2.15101 2.74913
H: -3.63128 0.38311 1.31008
H: -5.21590 -0.37425 1.15255
H: -4.46722 2.42310 0.17603
H: -3.07446 0.70818 -2.49734
H: -2.67786 1.43466 -0.93114
H: -0.89911 0.00248 -1.08421
H: -2.31361 -3.29631 -0.41273
H: -0.87172 -5.26358 0.03952
N: 1.78389 -5.25495 0.17152
O: 1.25996 -6.34429 0.26965
O: 2.97984 -5.05309 0.25791
H: 2.58904 -2.81773 -0.20614
H: 2.87248 -1.03621 0.56936
H: 2.24392 2.09264 -1.24197
H: 2.85710 5.45512 -2.43071
H: 1.83744 4.38139 -1.44013

Summary:
HOMO-LUMO gap: 7.94 eV
Energy above the lowest of the compared OMol25 structures with the same formula, charge and spin: 56.1 kcal per mole
E_HOMO: -8.6 eV
Structure (SMILES): COc1cc(NC(=O)c2cc([N+](=O)[O-])ccc2NC(=O)CN[C@@H]2CCCC[C@H]2C)cc(OC)c1

Mulliken population analysis, charges in e, atoms 1 to 8:
1 C -0.816
2 H 0.326
3 O -0.462
4 C 0.153
5 C -0.399
6 C 0.169
7 C -0.890
8 C 0.577


Entry from OMol25: C16H21Cl2IN4O5S2Tl as an isolated structure (ωB97M-V/def2-TZVPD).

Element x y z (Å)
Tl: 0.44905 0.66225 0.41202
O: 4.52810 1.23390 0.51721
S: 3.16428 1.13754 0.11488
O: 2.81521 0.01591 -0.77867
O: 2.27912 0.86354 1.41081
O: 2.55295 2.37508 -0.44374
C: -2.40774 0.09545 3.93753
C: -2.01861 0.47630 2.54632
O: -0.89040 0.93425 2.35321
C: -2.98052 0.28854 1.43794
C: -3.87145 -0.78399 1.44235
C: -4.76998 -0.93709 0.39982
C: -4.81714 0.00625 -0.62020
C: -3.95350 1.09377 -0.60912
C: -3.01858 1.22615 0.40583
H: -1.77348 0.61200 4.65277
H: -2.23400 -0.98033 4.04771
H: -3.46049 0.28707 4.13208
H: -3.85230 -1.50521 2.24956
H: -5.44759 -1.78009 0.39135
H: -5.54071 -0.09903 -1.41793
H: -4.01292 1.84506 -1.38647
H: -2.36936 2.09394 0.43156
I: -1.75462 0.76968 -5.48105
C: -0.66111 1.13830 -3.77829
C: 0.55013 1.80553 -3.67701
N: 0.88757 1.83771 -2.39098
N: -0.04593 1.22480 -1.64606
C: -0.98614 0.77190 -2.47875
H: 1.17433 2.25282 -4.43245
H: 1.75431 2.11794 -1.88768
H: -1.83765 0.22742 -2.10580
Cl: -0.95017 4.56621 -1.47478
C: 0.32069 4.60456 -0.24882
Cl: -0.06171 3.56008 1.14120
H: 0.40127 5.61581 0.12872
H: 1.25607 4.24748 -0.66268
S: -0.24977 -1.75552 0.63430
C: 1.37023 -2.43998 0.50360
N: 1.56062 -3.38788 -0.39874
C: 2.86163 -4.03129 -0.61302
C: 3.95496 -3.03291 -0.27552
C: 3.74242 -2.48721 1.12435
N: 2.34447 -2.06396 1.29808
H: 0.78058 -3.61340 -0.99299
H: 2.90960 -4.33101 -1.65731
H: 2.92899 -4.92932 0.00374
H: 3.93451 -2.20887 -0.98774
H: 4.92762 -3.51853 -0.32830
H: 4.36716 -1.61243 1.29795
H: 3.97208 -3.23806 1.88182
H: 2.17791 -1.25114 1.87739

Summary:
HOMO-LUMO gap: 7.70 eV
Energy above the lowest of the compared OMol25 structures with the same formula, charge and spin: 0.0 kcal per mole
E_HOMO: -11.8 eV
Net charge: +1

Mulliken population analysis, charges in e, atoms 1 to 8:
1 Tl 1.116
2 O -0.706
3 S 1.094
4 O -0.550
5 O -0.677
6 O -0.739
7 C -1.653
8 C 0.585


Entry from OMol25: a 3-piece molecular cluster, CH7NO2 overall (ωB97M-V/def2-TZVPD).

Element x y z (Å)
C: 1.79143 0.13729 0.38541
N: 0.77214 -0.04407 1.08851
H: 1.92819 0.08037 -0.69274
H: 2.78041 0.38969 0.80514
H: 0.94222 -0.10789 2.08296
H: -2.82117 -0.93022 0.72322
H: -1.62861 0.08825 0.64083
O: -2.43048 -0.15464 1.15113
H: -0.02573 -0.47126 -1.94071
H: -0.57633 0.92472 -1.88940
O: -0.73206 0.08774 -2.35435

Summary:
HOMO-LUMO gap: 11.16 eV
Energy above the lowest of the compared OMol25 structures with the same formula, charge and spin: 19.3 kcal per mole
E_HOMO: -10.5 eV
Structure (SMILES): C=N.O.O

Mulliken population analysis, charges in e, atoms 1 to 8:
1 C -0.256
2 N -0.361
3 H 0.184
4 H 0.207
5 H 0.225
6 H 0.310
7 H 0.352
8 O -0.662